Record 1
Density functional theory data (wB97M-V/def2-TZVPD) for a 2-piece molecular cluster, C5H10O overall in a non-equilibrium geometry.

Positions of all 16 atoms, in Å:
1 C -1.4380 0.5182 -2.2979
2 C -0.1420 0.1962 -1.7123
3 C 0.7754 -0.1144 -0.9449
4 C 1.8568 -0.4851 -0.0138
5 C 1.9706 0.4395 1.1686
6 H -1.4571 1.5661 -2.6414
7 H -2.2670 0.3660 -1.5864
8 H -1.5961 -0.1404 -3.1685
9 H 1.6573 -1.5172 0.3331
10 H 2.8146 -0.4958 -0.5687
11 H 2.3823 1.4373 0.9413
12 H 2.6785 -0.0915 1.8270
13 H 1.0168 0.5670 1.7077
14 O -2.7140 -0.6173 2.6960
15 H -3.1980 -0.1888 1.9541
16 H -2.3401 -1.4397 2.3061

Cartesian forces, eV/Å:
C -0.096 0.075 -0.762
C 2.185 -0.876 2.956
C -2.151 0.756 -2.096
C -0.255 -0.279 -1.177
C 0.420 0.013 1.071
H -0.087 -0.418 0.070
H 0.423 0.032 -0.219
H -0.183 0.363 0.235
H 0.183 0.430 -0.148
H -0.387 -0.135 0.258
H -0.227 -0.473 -0.105
H -0.211 0.606 0.196
H 0.368 -0.100 -0.272
O -0.116 -0.405 -1.152
H 0.549 -0.494 0.775
H -0.415 0.903 0.370

- HOMO: -9.32 eV
- E_LUMO: 0.6 eV
- E_tot: -7392.737 eV
- SMILES string: CC#CCC.O
- Relative energy (zero: lowest compared OMol25 entry of this formula, charge and spin): 46.8 kcal per mole
- F_max: 3.78 eV Å⁻¹
- Net charge: 0

Record 2
Density functional theory data (wB97M-V/def2-TZVPD) for C5H10O as an isolated structure in a non-equilibrium geometry.

Positions of all 16 atoms, in Å:
1 C 1.8232 0.2769 0.0838
2 C 0.3395 0.6211 0.0223
3 C -0.4492 -0.0093 -1.1412
4 C -1.8614 -0.0697 -0.5775
5 O -1.6715 -0.0494 0.8872
6 C -0.4560 0.2553 1.2652
7 H 2.3543 0.6769 -0.7850
8 H 2.2828 0.6913 0.9869
9 H 1.9622 -0.8084 0.1010
10 H 0.2377 1.7213 -0.0251
11 H -0.3971 0.5692 -2.0690
12 H -0.0632 -1.0175 -1.3369
13 H -2.4163 -0.9819 -0.8099
14 H -2.4731 0.8028 -0.8304
15 H 0.3310 -1.1431 2.2921
16 H 0.6258 -1.9004 2.0990

Cartesian forces, eV/Å:
C 0.020 -0.026 0.044
C -0.148 -0.231 -0.097
C -0.039 -0.055 -0.010
C -0.048 0.002 -0.195
O 0.813 -0.038 -0.070
C -0.691 0.871 -0.134
H -0.072 -0.047 0.087
H -0.109 -0.069 -0.133
H 0.004 0.132 0.000
H -0.061 -0.171 0.152
H -0.008 -0.110 0.176
H -0.080 0.158 0.005
H 0.092 0.174 0.043
H 0.115 -0.130 0.054
H 0.792 -2.007 -0.492
H -0.582 1.547 0.572

- HOMO: -8.26 eV
- E_LUMO: 1.0 eV
- E_tot: -7391.033 eV
- Relative energy (zero: lowest compared OMol25 entry of this formula, charge and spin): 86.1 kcal per mole
- F_max: 2.21 eV Å⁻¹
- Net charge: 0

Record 3
Density functional theory data (wB97M-V/def2-TZVPD) for one molecule with the formula C5H10O in a non-equilibrium geometry.

Positions of all 16 atoms, in Å:
1 C -0.5338 -0.1729 -1.9721
2 C 0.5702 0.0718 -0.9817
3 C 0.4938 1.1535 0.0036
4 C 0.2229 0.3183 1.5503
5 C -0.4159 -1.0008 1.2661
6 O 0.2125 -1.6134 0.2382
7 H -0.5580 -1.2409 -2.1961
8 H -0.4182 0.3755 -2.9220
9 H -1.4947 0.1193 -1.5370
10 H 1.5591 -0.2832 -1.2574
11 H 1.4399 1.6845 0.1898
12 H -0.3506 1.8379 -0.1246
13 H -0.3403 0.8666 2.3302
14 H 1.2653 0.1579 1.8393
15 H -1.5278 -1.0011 1.2454
16 H -0.1245 -1.2730 2.3278

Cartesian forces, eV/Å:
C 0.005 -0.067 0.191
C -0.553 -1.670 1.127
C -0.560 -0.909 2.190
C 0.370 1.892 -1.911
C 0.275 0.412 1.025
O 0.377 1.664 -1.163
H -0.047 0.143 -0.067
H 0.212 -0.018 0.368
H 0.109 -0.068 -0.064
H -0.152 0.029 0.030
H -0.429 -0.189 -0.310
H 0.213 -0.163 -0.178
H 0.440 0.280 -0.592
H -0.270 -0.019 0.219
H 0.385 0.215 -0.230
H -0.375 -1.532 -0.635

- HOMO: -8.96 eV
- E_LUMO: 0.6 eV
- E_tot: -7391.457 eV
- Relative energy (zero: lowest compared OMol25 entry of this formula, charge and spin): 76.3 kcal per mole
- F_max: 2.71 eV Å⁻¹
- Net charge: 0

| no. | Kohn-Sham gap (Eh) |
| --- | --- |
| 1 | 0.3654 |
| 2 | 0.3393 |
| 3 | 0.3522 |